{
  "formula": "C19H29As3NO2Pd",
  "method": "ωB97M-V/def2-TZVPD",
  "elements": ["Pd", "C", "As", "C", "C", "C", "C", "C", "C", "C", "As", "C", "C", "H", "H", "H", "H", "H", "H", "H", "H", "H", "H", "H", "H", "H", "H", "H", "H", "O", "C", "O", "C", "C", "C", "C", "C", "N", "H", "H", "H", "H", "C", "As", "C", "C", "H", "H", "H", "H", "H", "H", "H", "H", "H"],
  "coordinates": [[0.698, -0.147, 0.546], [4.344, -0.558, -0.765], [3.142, 0.489, 0.326], [4.254, 0.815, 1.880], [3.166, 2.237, -0.526], [4.367, 2.747, -1.014], [4.409, 3.998, -1.610], [3.248, 4.752, -1.719], [2.052, 4.255, -1.226], [2.002, 3.000, -0.625], [0.338, 2.321, 0.107], [-1.053, 3.221, -0.884], [0.272, 3.256, 1.810], [5.275, -0.019, -0.923], [3.881, -0.780, -1.723], [4.554, -1.488, -0.241], [5.198, 1.248, 1.555], [4.441, -0.124, 2.398], [3.750, 1.508, 2.550], [5.281, 2.172, -0.938], [5.346, 4.382, -1.990], [3.276, 5.727, -2.187], [1.153, 4.853, -1.314], [-1.092, 4.266, -0.583], [-1.995, 2.729, -0.647], [-0.864, 3.136, -1.951], [0.420, 4.322, 1.644], [1.055, 2.875, 2.462], [-0.697, 3.089, 2.279], [-3.319, 0.365, 1.526], [-2.143, 0.085, 1.423], [-1.498, -0.213, 0.347], [-1.315, 0.044, 2.699], [-1.914, 0.127, 3.946], [-1.118, 0.080, 5.077], [0.260, -0.041, 4.936], [0.789, -0.109, 3.665], [0.012, -0.070, 2.577], [-2.989, 0.229, 3.984], [-1.561, 0.136, 6.063], [0.915, -0.080, 5.795], [1.854, -0.200, 3.497], [-1.038, -3.350, -0.482], [0.580, -2.657, 0.303], [1.957, -3.681, -0.591], [0.574, -3.478, 2.058], [-1.068, -4.431, -0.360], [-1.067, -3.093, -1.539], [-1.888, -2.883, 0.007], [1.722, -4.741, -0.517], [2.917, -3.489, -0.114], [2.014, -3.394, -1.639], [0.533, -4.562, 1.970], [-0.294, -3.126, 2.614], [1.477, -3.190, 2.594]],
  "atomic_forces_ev_per_a": [[-0.4, 0.0, -0.4], [0.0, 0.0, 0.0], [-0.1, 0.1, 0.1], [0.0, 0.0, 0.0], [0.1, 0.0, 0.0], [0.0, 0.0, 0.0], [0.0, 0.0, 0.0], [0.0, 0.0, 0.0], [0.1, 0.0, 0.0], [0.0, 0.1, 0.0], [0.3, 0.1, 0.2], [-0.1, -0.1, 0.0], [0.0, 0.0, -0.1], [0.0, 0.0, 0.0], [0.0, 0.0, 0.0], [0.0, 0.0, 0.0], [0.0, 0.0, 0.0], [0.0, 0.0, 0.0], [0.0, 0.0, 0.0], [0.0, 0.0, 0.0], [0.0, 0.0, 0.0], [0.0, 0.0, 0.0], [0.0, 0.0, 0.0], [0.0, 0.0, 0.0], [0.0, 0.0, 0.0], [0.0, 0.0, 0.0], [0.0, 0.0, 0.0], [0.0, 0.0, 0.0], [0.0, 0.0, 0.0], [-0.1, 0.1, 0.0], [0.0, -0.2, -0.3], [-0.2, 0.1, 0.2], [0.2, 0.0, 0.2], [0.0, 0.0, 0.0], [0.0, 0.0, 0.0], [0.0, 0.0, 0.1], [-0.1, 0.0, -0.1], [0.2, 0.0, 0.1], [0.0, 0.0, 0.0], [0.0, 0.0, 0.0], [0.0, 0.0, 0.0], [0.0, 0.0, 0.0], [-0.1, 0.1, 0.0], [0.1, -0.1, 0.2], [0.0, 0.0, 0.0], [0.0, 0.0, 0.0], [0.0, 0.0, 0.0], [0.0, 0.0, 0.0], [0.0, 0.0, 0.0], [0.0, 0.0, 0.0], [0.0, 0.0, 0.0], [0.0, 0.0, 0.0], [0.0, 0.0, 0.0], [0.0, 0.0, 0.0], [0.0, 0.0, 0.0]],
  "orbital_gap_ev": [7.41, 7.05],
  "homo_ev": [-9.97, -11.67],
  "lumo_ev": [-2.560, -4.627],
  "total_charge": 1,
  "s2": 2.0087,
  "multiplicity": 3
}